69
Properties=species:S:1:pos:R:3:lowdin_charge:R:1 method="wB97M-V/def2-TZVPD" charge=+1 max_force_ha_per_bohr=0.0361 e_tot_ev=-41516.07927 mol_weight_g_mol=446.6
C -0.94 -4.03 1.20 -0.019
C -0.57 -2.59 1.45 -0.411
N 0.66 -2.30 1.57 0.179
C -1.62 -1.49 1.58 -0.029
N -2.52 -1.31 0.41 0.030
C -3.80 -0.84 0.67 0.043
C -4.42 -0.70 -0.51 -0.142
C -5.78 -0.20 -0.87 -0.058
C -6.22 0.97 0.02 -0.182
F -6.69 1.99 -0.79 -0.030
N -3.48 -1.10 -1.42 0.060
F -3.76 -1.10 -2.73 0.136
C -2.31 -1.47 -0.89 -0.123
C -1.06 -1.92 -1.53 -0.073
C -0.74 -1.22 -2.87 -0.150
C -0.08 0.13 -2.52 -0.146
C 1.37 -0.07 -2.03 -0.150
O 1.51 0.65 -0.79 -0.037
C 2.16 1.83 -0.90 -0.514
C 2.88 2.27 0.36 0.035
O 2.16 2.52 -1.90 0.112
H -1.88 -4.33 1.66 0.086
H -0.91 -4.24 0.13 0.072
H -0.13 -4.63 1.63 0.089
H 0.77 -1.30 1.74 0.063
H -2.27 -1.77 2.42 0.138
H -1.20 -0.52 1.84 0.141
H -4.20 -0.63 1.64 0.155
H -5.69 0.22 -1.87 0.130
H -6.53 -0.99 -0.92 0.135
H -5.40 1.38 0.60 0.120
H -7.07 0.66 0.64 0.128
H -0.20 -1.80 -0.88 0.105
H -1.15 -2.99 -1.74 0.137
H -0.11 -1.83 -3.51 0.128
H -1.65 -0.98 -3.43 0.099
H -0.65 0.61 -1.72 0.119
H -0.06 0.82 -3.37 0.123
H 2.09 0.23 -2.79 0.135
H 1.56 -1.13 -1.81 0.114
H 2.42 1.74 1.20 0.079
H 3.95 2.06 0.31 0.095
H 2.66 3.33 0.48 0.080
C 1.35 6.84 1.76 -0.169
C -0.09 6.67 1.29 -0.169
C -0.43 5.29 1.83 -0.216
O 0.33 5.11 3.02 -0.149
C 1.32 6.14 3.12 -0.202
H 1.68 7.87 1.82 0.115
H 2.03 6.30 1.08 0.109
H -0.72 7.43 1.77 0.116
H -0.21 6.76 0.21 0.113
H -0.15 4.51 1.12 0.106
H -1.50 5.18 2.06 0.113
H 1.01 6.84 3.91 0.119
H 2.28 5.71 3.39 0.116
C 4.34 -5.21 -0.43 -0.166
C 4.52 -3.96 0.43 -0.168
C 4.12 -2.86 -0.54 -0.206
O 3.14 -3.42 -1.42 -0.166
C 3.12 -4.85 -1.25 -0.205
H 4.21 -6.12 0.15 0.115
H 5.21 -5.34 -1.08 0.117
H 3.83 -3.99 1.28 0.111
H 5.53 -3.84 0.82 0.116
H 4.97 -2.53 -1.14 0.120
H 3.69 -1.99 -0.03 0.106
H 2.19 -5.11 -0.72 0.107
H 3.11 -5.33 -2.22 0.117

81
Properties=species:S:1:pos:R:3:lowdin_charge:R:1 method="wB97M-V/def2-TZVPD" charge=+1 max_force_ha_per_bohr=0.0580 mol_weight_g_mol=658.0 de_lowest_kj_mol=134.8
F -0.88 -1.29 3.71 0.111
C -2.21 -1.17 3.89 -0.279
F -2.82 -2.28 4.25 0.172
C -2.78 0.05 3.73 -0.197
F -2.28 1.07 4.50 0.058
C -3.93 0.43 2.80 -0.103
C -4.00 -0.40 1.48 -0.112
C -2.64 -0.67 0.83 -0.133
C -2.32 -1.88 0.15 0.091
C -0.99 -1.89 -0.34 -0.026
N -0.16 -0.88 -0.18 0.043
N -0.38 0.29 0.39 0.172
C -1.62 0.33 0.86 -0.037
H -3.90 1.51 2.61 0.122
H -4.89 0.24 3.35 0.135
H -4.64 0.16 0.77 0.145
H -4.52 -1.36 1.69 0.130
H -3.01 -2.73 0.05 0.137
H -0.64 -2.78 -0.86 0.124
H 0.79 -1.01 -0.54 0.169
H -1.89 1.27 1.35 0.127
C 0.99 2.35 2.58 -0.288
S 1.80 3.78 3.33 0.806
O 1.37 4.98 2.56 -0.562
C 3.47 3.37 2.80 -0.261
H -0.09 2.43 2.77 0.022
H 1.17 2.33 1.51 0.047
H 1.37 1.44 3.05 0.042
H 3.50 3.30 1.71 0.056
H 3.77 2.43 3.26 0.042
H 4.14 4.17 3.13 0.057
C 1.94 1.72 8.18 -0.261
S 2.28 0.91 6.61 0.826
O 2.89 1.92 5.71 -0.571
C 0.56 0.72 6.13 -0.281
H 2.89 1.97 8.65 0.054
H 1.37 2.63 8.01 0.062
H 1.39 1.04 8.83 0.055
H 0.08 1.70 6.09 0.061
H 0.04 0.08 6.84 0.059
H 0.53 0.26 5.14 0.020
C -0.48 -2.28 -4.82 -0.255
S 0.62 -2.95 -3.57 0.873
O 0.49 -2.08 -2.34 -0.604
C 2.15 -2.47 -4.39 -0.242
H -1.50 -2.43 -4.49 0.053
H -0.29 -1.21 -4.94 0.065
H -0.32 -2.80 -5.76 0.062
H 2.17 -1.39 -4.54 0.056
H 2.23 -2.98 -5.35 0.069
H 2.99 -2.76 -3.76 0.055
C -3.99 5.84 -0.43 -0.268
S -2.47 4.89 -0.31 0.817
O -2.72 3.55 -0.92 -0.581
C -2.52 4.68 1.48 -0.263
H -4.18 6.06 -1.48 0.052
H -4.82 5.27 -0.02 0.056
H -3.88 6.78 0.12 0.057
H -3.44 4.18 1.77 0.047
H -2.46 5.66 1.96 0.063
H -1.67 4.07 1.79 0.024
C 4.51 2.05 -5.98 -0.273
S 5.99 1.04 -5.86 0.804
O 5.67 -0.29 -6.45 -0.558
C 5.95 0.85 -4.07 -0.275
H 4.32 2.26 -7.03 0.052
H 3.66 1.52 -5.55 0.048
H 4.67 2.99 -5.45 0.054
H 5.01 0.40 -3.77 0.046
H 6.07 1.83 -3.60 0.053
H 6.78 0.21 -3.78 0.050
C -2.70 -7.23 -4.43 -0.262
S -1.52 -6.12 -3.65 0.798
O -1.01 -5.20 -4.71 -0.590
C -0.25 -7.37 -3.37 -0.261
H -3.57 -6.65 -4.72 0.053
H -2.26 -7.69 -5.31 0.064
H -3.01 -8.00 -3.71 0.057
H 0.04 -7.82 -4.32 0.064
H -0.63 -8.13 -2.69 0.057
H 0.62 -6.88 -2.92 0.049

13
Properties=species:S:1:pos:R:3:lowdin_charge:R:1 method="wB97M-V/def2-TZVPD" charge=0 max_force_ha_per_bohr=0.0529 mol_weight_g_mol=80.1 de_lowest_kj_mol=46.3
H 2.14 -1.82 -0.33 0.043
N 1.31 -1.23 -0.24 0.046
C 0.23 -1.93 -0.09 -0.326
N -0.92 -1.20 0.09 0.072
H 0.15 -3.01 -0.14 0.107
H -0.92 -0.33 -0.41 0.053
H -1.54 -1.52 0.81 0.086
O -1.72 1.75 -0.19 -0.076
H -0.86 1.89 0.24 -0.003
H -2.21 2.57 -0.15 0.032
O 1.11 1.65 0.32 -0.080
H 1.82 2.29 0.31 0.040
H 1.41 0.90 -0.22 0.006

75
Properties=species:S:1:pos:R:3:lowdin_charge:R:1 method="wB97M-V/def2-TZVPD" charge=+2 max_force_ha_per_bohr=0.0189 mol_weight_g_mol=780.4 de_lowest_kj_mol=52.0
Ti -0.26 -0.34 -0.09 1.117
C -0.24 1.16 2.52 -0.176
C -1.65 0.63 2.63 -0.152
N -1.94 -0.23 1.45 -0.115
C -3.29 0.02 0.88 -0.202
C -3.35 1.32 0.10 -0.354
S -2.00 1.47 -1.11 1.034
C -1.15 2.96 -0.60 -0.391
C -0.62 2.83 0.81 -0.208
N 0.01 1.51 1.10 -0.134
H 0.49 0.41 2.82 0.042
H -0.09 2.03 3.16 0.148
H -2.38 1.43 2.66 0.121
H -1.77 0.05 3.55 0.132
H -1.91 -1.21 1.75 0.084
H -4.02 0.05 1.69 0.146
H -3.56 -0.82 0.24 0.116
H -3.32 2.20 0.74 0.088
H -4.29 1.36 -0.45 0.100
H -1.80 3.83 -0.70 0.109
H -0.34 3.07 -1.33 0.077
H -1.44 2.97 1.51 0.111
H 0.11 3.62 1.01 0.147
H 1.02 1.66 0.94 0.077
Br -6.39 -5.45 -3.19 0.848
C -4.98 -4.48 -2.44 -0.677
C -4.36 -4.97 -1.29 -0.090
C -3.32 -4.26 -0.74 0.009
C -2.90 -3.06 -1.33 -0.154
C -3.52 -2.59 -2.49 0.011
C -4.57 -3.30 -3.04 -0.091
C -1.81 -2.32 -0.70 -0.514
O -1.26 -2.62 0.36 -0.045
O -1.44 -1.16 -1.24 -0.225
H -4.69 -5.90 -0.85 0.114
H -2.82 -4.62 0.16 0.129
H -3.17 -1.68 -2.96 0.129
H -5.05 -2.95 -3.94 0.114
O 2.01 2.29 -0.43 0.048
C 1.81 1.62 -1.42 -0.455
C 2.47 1.85 -2.76 -0.052
C 2.01 0.70 -3.63 -0.052
C 1.10 -0.12 -2.75 -0.447
O 0.62 -1.19 -3.04 0.093
N 0.93 0.53 -1.48 0.007
H 3.55 1.90 -2.61 0.139
H 2.15 2.83 -3.12 0.140
H 2.82 0.06 -3.97 0.136
H 1.45 1.01 -4.51 0.141
I 0.70 -2.46 3.18 1.055
C 2.49 -1.43 2.81 -0.752
C 3.64 -1.87 3.43 -0.113
C 4.81 -1.18 3.17 -0.032
C 4.78 -0.09 2.31 -0.031
C 3.57 0.27 1.75 -0.109
N 2.42 -0.40 1.98 -0.020
H 3.63 -2.72 4.10 0.103
H 5.74 -1.49 3.63 0.125
H 5.67 0.48 2.09 0.119
H 3.49 1.12 1.08 0.100
C 3.19 -3.66 -2.30 -0.012
C 2.09 -4.01 -1.30 -0.551
C 0.88 -4.66 -2.00 -0.005
C 2.62 -4.91 -0.17 -0.012
C 1.60 -2.76 -0.69 -0.041
N 1.21 -1.80 -0.21 0.138
H 3.55 -4.59 -2.75 0.106
H 4.03 -3.16 -1.82 0.098
H 2.80 -3.02 -3.10 0.087
H 1.24 -5.55 -2.51 0.106
H 0.45 -3.98 -2.74 0.093
H 0.12 -4.95 -1.28 0.093
H 2.87 -5.88 -0.60 0.105
H 1.86 -5.06 0.61 0.089
H 3.51 -4.49 0.29 0.096

40
Properties=species:S:1:pos:R:3:mulliken_spin:R:1 method="wB97M-V/def2-TZVPD" charge=+2 spin_multiplicity=5 max_force_ha_per_bohr=0.0114 e_tot_ev=-39676.84897 s_squared=6.0629 mol_weight_g_mol=483.7
Pd -1.39 -0.61 -0.09 1.422
O 5.38 -0.47 -4.54 -0.010
C 4.06 -0.43 -4.54 0.039
O 3.42 -0.33 -5.55 0.100
C 3.29 -0.50 -3.23 0.191
C 3.87 -0.56 -1.95 0.029
C 3.09 -0.66 -0.84 0.119
C 1.65 -0.68 -0.98 0.266
C 1.08 -0.62 -2.27 0.093
C 1.87 -0.51 -3.37 0.040
N 0.80 -0.76 0.10 0.048
C 1.21 -0.59 1.33 0.021
C 0.26 -0.61 2.41 0.078
C 0.68 -0.54 3.73 0.052
C -0.29 -0.56 4.74 -0.019
C -1.62 -0.63 4.38 0.056
C -1.97 -0.69 3.03 0.015
N -1.05 -0.67 2.08 0.159
H 5.81 -0.56 -3.68 0.000
H 4.95 -0.54 -1.80 0.002
H 3.56 -0.73 0.13 -0.002
H 0.00 -0.64 -2.39 -0.051
H 1.45 -0.45 -4.37 -0.002
H 2.24 -0.38 1.57 -0.010
H 1.73 -0.49 3.97 0.002
H 0.01 -0.52 5.78 0.001
H -2.39 -0.64 5.14 0.002
H -3.00 -0.75 2.71 0.013
N -3.82 1.97 -0.18 0.343
C -4.26 0.71 -0.12 0.033
N -5.54 0.38 0.09 0.162
N -5.56 -0.93 0.13 0.011
N -4.32 -1.41 -0.07 0.245
N -3.50 -0.40 -0.23 0.153
C -2.50 2.34 -0.20 -0.030
N -2.06 3.59 -0.13 0.117
N -0.74 3.48 -0.13 -0.014
N -0.38 2.21 -0.21 0.137
N -1.48 1.48 -0.26 0.208
H -4.51 2.71 -0.16 -0.016

Repeat the fifth record exactly.
40
Properties=species:S:1:pos:R:3:mulliken_spin:R:1 method="wB97M-V/def2-TZVPD" charge=+2 spin_multiplicity=5 max_force_ha_per_bohr=0.0114 e_tot_ev=-39676.84897 s_squared=6.0629 mol_weight_g_mol=483.7
Pd -1.39 -0.61 -0.09 1.422
O 5.38 -0.47 -4.54 -0.010
C 4.06 -0.43 -4.54 0.039
O 3.42 -0.33 -5.55 0.100
C 3.29 -0.50 -3.23 0.191
C 3.87 -0.56 -1.95 0.029
C 3.09 -0.66 -0.84 0.119
C 1.65 -0.68 -0.98 0.266
C 1.08 -0.62 -2.27 0.093
C 1.87 -0.51 -3.37 0.040
N 0.80 -0.76 0.10 0.048
C 1.21 -0.59 1.33 0.021
C 0.26 -0.61 2.41 0.078
C 0.68 -0.54 3.73 0.052
C -0.29 -0.56 4.74 -0.019
C -1.62 -0.63 4.38 0.056
C -1.97 -0.69 3.03 0.015
N -1.05 -0.67 2.08 0.159
H 5.81 -0.56 -3.68 0.000
H 4.95 -0.54 -1.80 0.002
H 3.56 -0.73 0.13 -0.002
H 0.00 -0.64 -2.39 -0.051
H 1.45 -0.45 -4.37 -0.002
H 2.24 -0.38 1.57 -0.010
H 1.73 -0.49 3.97 0.002
H 0.01 -0.52 5.78 0.001
H -2.39 -0.64 5.14 0.002
H -3.00 -0.75 2.71 0.013
N -3.82 1.97 -0.18 0.343
C -4.26 0.71 -0.12 0.033
N -5.54 0.38 0.09 0.162
N -5.56 -0.93 0.13 0.011
N -4.32 -1.41 -0.07 0.245
N -3.50 -0.40 -0.23 0.153
C -2.50 2.34 -0.20 -0.030
N -2.06 3.59 -0.13 0.117
N -0.74 3.48 -0.13 -0.014
N -0.38 2.21 -0.21 0.137
N -1.48 1.48 -0.26 0.208
H -4.51 2.71 -0.16 -0.016